# 1
46
Properties=species:S:1:pos:R:3:forces:R:3:mulliken_charge:R:1 method="wB97M-V/def2-TZVPD" total_energy_ha=-1110.85908 lumo_ev=2.739 homo_lumo_gap_ha=0.3330 e_above_lowest_kcal_mol=4.02 total_charge=-1
O 0.437921 -1.094074 0.388903 -0.5 -0.6 -0.4 0.232
C 1.084552 -1.178219 1.465516 0.5 1.9 0.3 0.312
O 2.335426 -1.177476 1.502090 0.4 -0.7 -0.2 -0.844
C 0.414087 -0.992868 2.835856 0.0 -0.3 0.4 -0.984
C -0.510322 0.248090 2.869526 -0.2 -0.2 -2.3 -0.264
C 0.291143 1.499812 2.484957 -0.2 1.1 0.7 -0.307
C -0.478691 2.373583 1.484406 0.2 -0.7 -1.5 -0.952
H -0.149032 -1.912971 2.992289 -0.1 -0.1 0.4 0.336
H 1.298094 -0.934857 3.521595 -1.1 0.0 -0.2 0.288
H -1.282305 0.103501 2.043327 0.9 -0.1 1.0 -0.020
H -1.109466 0.491134 3.745064 0.3 -0.7 0.4 0.453
H 0.421992 2.130401 3.392417 0.1 -0.4 -0.3 0.368
H 1.328343 1.257653 2.183172 -0.6 0.1 -0.3 0.217
H -0.527317 1.925553 0.456640 0.3 -0.1 0.8 -0.051
H -0.008817 3.329953 1.287959 0.0 0.3 0.4 0.358
H -1.532952 2.484689 1.731263 0.0 0.2 0.5 0.420
H -2.588753 -2.113030 -1.676928 -1.0 0.1 0.1 0.358
H -2.303761 -1.375194 -2.864742 -0.5 0.3 -0.6 0.326
O -3.088706 -1.724543 -2.419597 1.2 -0.3 -0.1 -0.652
H 2.201966 3.779457 -0.489918 0.2 -0.5 -0.1 0.294
H 2.983463 3.094381 0.726674 0.1 -0.1 -0.5 0.301
O 2.310605 3.726308 0.463367 -0.2 0.5 0.6 -0.610
H -0.902836 0.155068 -3.890543 -1.3 1.0 -0.4 0.264
H 0.389688 0.131338 -3.710726 -0.6 2.7 -0.8 0.462
O -0.274874 0.871655 -4.059862 1.6 -2.6 0.1 -0.723
H -2.676090 0.568812 0.035398 0.4 0.0 0.5 0.316
H -4.070712 0.751938 -0.247038 -0.1 0.5 0.4 0.300
O -3.380414 1.180276 0.287856 -0.5 -0.4 -0.8 -0.624
H 2.576156 0.007018 0.161992 0.4 -0.6 -0.3 0.400
H 2.340385 1.325136 -0.496029 0.2 -0.3 -0.5 0.243
O 2.772986 0.470242 -0.686075 -0.7 0.9 0.5 -0.781
H 0.075430 -2.974521 -0.046821 -0.1 0.8 0.2 0.153
H 0.066407 -4.414923 0.170086 -0.3 -0.2 -0.3 0.323
O -0.538269 -3.713843 -0.106902 0.0 -0.7 0.1 -0.638
H -1.308515 -1.378053 -0.274395 -1.0 -0.6 1.7 0.255
H -2.544026 -2.361422 0.121388 0.6 -0.2 0.2 0.310
O -2.195486 -1.468260 0.180090 0.3 0.7 -0.7 -0.733
H -0.314163 -1.304755 -1.912249 0.2 -0.1 0.2 0.185
H 0.884307 -0.365263 -1.662740 -0.1 -0.3 0.1 0.395
O 0.357264 -0.795032 -2.369872 0.6 -0.7 0.6 -0.706
H 1.595439 -2.845480 -1.356885 0.2 0.2 0.0 0.371
H 2.490881 -2.947321 -0.118568 0.0 0.3 -0.1 0.349
O 2.208826 -3.435599 -0.906768 0.2 -0.3 0.2 -0.705
H -0.386916 3.254026 -2.234050 -0.1 -0.4 -0.4 0.269
H 0.789555 2.390186 -2.863092 -0.8 -0.1 -0.3 0.295
O 0.517503 2.957498 -2.138016 1.0 0.5 0.8 -0.560

# 2
18
Properties=species:S:1:pos:R:3:forces:R:3:mulliken_charge:R:1 method="wB97M-V/def2-TZVPD" total_energy_ha=-1924.29238 lumo_ev=1.931 homo_lumo_gap_ha=0.2708 e_above_lowest_kcal_mol=0.00 total_charge=-1
Ir -0.239306 -0.184248 -0.800716 0.0 0.4 0.0 1.201
S -1.845852 -0.272167 0.738658 0.0 0.0 -0.1 -0.261
C -1.196053 0.630748 2.069993 -0.1 0.0 0.1 0.369
C -1.940999 0.629927 3.292658 0.1 0.0 0.0 -0.109
N -2.539151 0.627452 4.275383 0.0 0.0 0.0 -0.465
C -0.034145 1.310917 1.936859 0.1 0.1 0.2 0.583
S 0.810224 1.325762 0.421600 0.0 -0.1 -0.1 -0.372
C 0.553083 2.060204 3.006545 -0.1 -0.1 -0.1 -0.095
N 1.046223 2.677191 3.843004 0.0 0.0 0.0 -0.462
I 1.125521 -2.373705 1.685702 0.0 0.1 0.0 -0.053
C 0.957191 -1.719355 -0.362934 0.0 -0.3 0.0 -1.203
H 0.633866 -2.612391 -0.901043 0.0 0.0 0.0 0.464
H 1.978237 -1.475407 -0.651181 0.0 0.0 0.0 0.380
F 1.025821 -0.119606 -2.590388 0.0 0.1 -0.1 -0.507
B 0.121580 -0.118070 -3.788818 0.1 0.0 0.2 0.638
F 0.495447 -1.163038 -4.592782 0.0 0.0 0.0 -0.342
F 0.202341 1.109945 -4.383370 0.0 0.0 0.0 -0.339
F -1.154027 -0.334159 -3.199171 0.0 -0.2 0.0 -0.428

# 3
17
Properties=species:S:1:pos:R:3:forces:R:3:mulliken_charge:R:1 method="wB97M-V/def2-TZVPD" total_energy_ha=-1623.97070 lumo_ev="-1.757 / -1.425" homo_lumo_gap_ha="0.2697 / 0.2648" e_above_lowest_kcal_mol=55.04
C -1.362810 -1.877048 -0.396256 0.2 0.8 -1.3 0.219
C 2.652841 -2.218139 -0.736948 0.5 -1.4 -1.1 -0.005
C -0.342293 0.520881 0.362215 -0.1 2.6 -0.9 -0.516
C -1.715275 -3.305854 -0.009213 1.5 -1.8 0.1 0.831
C 3.709337 -1.496875 0.252849 0.2 -0.4 0.8 0.916
O -1.860439 -1.281175 -1.321140 -0.4 -0.7 0.2 -0.491
O 2.823644 -3.105270 -1.513995 0.0 2.0 2.0 -0.313
F -2.136581 -4.059915 -1.011327 -0.3 0.4 0.0 -0.234
F -0.494660 -3.919260 0.397005 -1.7 0.8 -0.2 -0.274
F -2.571912 -3.373864 0.996902 0.0 0.0 0.1 -0.218
F 3.091163 -0.727951 1.160286 -0.2 -0.5 -0.4 -0.218
F 4.512072 -2.344351 0.973887 -0.8 0.8 -1.3 -0.228
F 4.420784 -0.673206 -0.508075 0.4 -0.4 -0.1 -0.218
P 0.051014 -1.243154 0.543087 0.9 0.4 0.7 0.181
P -1.447085 -0.227617 1.693721 0.3 0.7 0.1 -0.001
H 0.516535 1.293931 0.715693 -2.1 -2.0 -0.9 0.305
H -0.963392 0.914653 -0.585591 1.6 -1.0 2.2 0.264

# 4
11
Properties=species:S:1:pos:R:3:forces:R:3:mulliken_charge:R:1 method="wB97M-V/def2-TZVPD" total_energy_ha=-718.82854 lumo_ev=-6.357 homo_lumo_gap_ha=0.3103 e_above_lowest_kcal_mol=43.72 total_charge=+1
C 1.243966 -1.126527 0.755442 -0.2 0.8 0.8 0.037
C -0.518477 0.925083 0.537568 1.4 3.3 3.6 -0.207
C 0.099739 -0.002975 -1.483273 0.5 0.0 -1.1 0.323
C 0.581415 0.522158 1.232046 0.3 -5.0 -2.9 0.627
C -1.002428 0.248698 -0.666764 -2.9 0.4 -0.8 -0.559
N 1.682414 -2.199728 0.535576 -1.3 3.2 0.6 -0.292
O 1.038840 -0.218937 -2.047324 0.3 0.2 -0.4 -0.050
F 1.350390 0.949661 2.149346 -0.7 0.8 0.2 -0.150
I -1.604324 -1.887678 -0.711247 -0.5 0.0 0.3 0.405
H -0.932666 2.013063 0.863883 0.8 -2.8 -1.0 0.323
H -1.938869 0.777182 -1.165254 2.3 -1.0 0.7 0.543

# 5
8
Properties=species:S:1:pos:R:3:forces:R:3:mulliken_charge:R:1 method="wB97M-V/def2-TZVPD" total_energy_ha=-266.74519 lumo_ev=0.297 homo_lumo_gap_ha=0.3340 e_above_lowest_kcal_mol=46.17
C 0.847512 -0.583433 -1.102761 -2.4 2.3 2.3 0.628
C 1.197777 -0.605425 -2.424003 -0.1 -0.7 -0.5 -1.253
C 0.500614 -0.590441 0.317780 0.2 0.4 -2.9 -0.452
C -0.150135 0.309090 -0.440305 2.3 -3.2 2.6 -0.337
C 0.242357 0.278342 -2.720620 0.0 2.2 -3.2 1.066
O -0.471464 1.152506 -3.081836 1.2 -2.3 1.0 -0.421
H 0.630771 -1.160358 1.203120 0.0 -0.1 0.7 0.362
H -0.939396 0.975640 -0.442813 -1.3 1.3 -0.1 0.408

# 6
8
Properties=species:S:1:pos:R:3:forces:R:3:mulliken_charge:R:1 method="wB97M-V/def2-TZVPD" total_energy_ha=-266.81087 lumo_ev=-0.570 smiles="C#CC#CC=O" homo_lumo_gap_ha=0.3539 e_above_lowest_kcal_mol=4.95
C -2.762003 0.041504 0.480208 0.4 0.1 -0.1 -0.340
C -1.638616 0.345590 0.168389 -0.5 -0.1 0.1 -0.311
C -0.306652 0.512194 -0.127989 0.4 -0.1 0.0 0.438
C 0.887341 0.455743 -0.319254 -0.5 -0.1 0.1 0.038
C 2.197867 -0.167929 -0.333421 0.4 0.1 -0.1 -0.106
O 3.255338 0.318774 -0.639575 -0.4 0.0 0.1 -0.433
H -3.732004 -0.287481 0.775333 0.0 0.2 -0.1 0.425
H 2.098729 -1.218397 -0.003691 0.2 0.0 0.0 0.289

# 7
45
Properties=species:S:1:pos:R:3:forces:R:3:mulliken_charge:R:1 method="wB97M-V/def2-TZVPD" total_energy_ha=-919.59101 lumo_ev="-3.182 / -8.469" homo_lumo_gap_ha="0.3793 / 0.1848" multiplicity=2 e_above_lowest_kcal_mol=9.54 total_charge=+1
N 1.044274 -2.494065 -1.281062 -1.6 -1.6 0.9 -0.258
C -0.236914 -2.036168 -0.752927 1.6 0.9 -1.1 0.252
C -1.233636 -1.856130 -1.890232 -0.6 0.4 0.4 0.357
C -1.084867 -0.490419 -2.546738 1.3 1.0 0.5 -1.413
C -2.642647 -1.999984 -1.303671 -0.6 0.9 -0.5 -1.460
C 0.110706 -0.821437 0.124041 0.3 -0.4 1.3 -0.631
N 0.345755 -1.232362 1.517643 0.0 0.2 -0.4 -0.445
H 0.896840 -3.096621 -2.075805 0.5 0.1 -1.0 0.289
H 1.698813 -2.909680 -0.616896 0.5 0.6 0.2 0.324
H -0.494481 -2.867883 -0.091026 -0.4 -0.4 0.3 0.660
H -1.111949 -2.611959 -2.668738 0.3 -0.3 0.2 0.409
H -0.082136 -0.253550 -2.975570 -0.5 -0.6 0.1 0.331
H -1.815416 -0.341493 -3.304012 -0.6 -0.1 -0.8 0.472
H -1.239644 0.327148 -1.834189 -0.2 -0.2 0.1 0.282
H -2.937366 -3.024399 -1.019228 0.3 0.5 0.0 0.375
H -2.762646 -1.261079 -0.489508 0.0 -0.6 0.1 0.299
H -3.348230 -1.622769 -2.068879 0.2 -0.5 0.3 0.410
H 1.044034 -0.393905 -0.193417 0.4 0.5 -0.6 -0.013
H -0.610063 -0.034012 0.088725 -0.8 0.3 -0.3 0.210
H 0.080689 -0.471878 2.133538 0.3 0.4 0.2 0.158
H -0.313609 -1.934166 1.754874 -0.7 -0.9 0.4 0.267
H 3.702552 1.261079 -0.060762 -0.8 -0.8 1.9 0.331
H 3.154416 0.142404 0.959923 0.5 -0.2 -0.1 0.367
O 3.224891 1.097661 0.814743 0.8 1.1 -1.9 -0.699
H -0.564515 4.309722 0.101691 -0.4 1.4 2.3 0.296
H 0.271561 3.525176 -0.669461 0.1 -0.5 -0.5 0.371
O -0.537686 4.034407 -0.780641 0.2 -0.5 -1.6 -0.729
H -2.791156 0.952854 2.863307 -1.7 0.5 2.3 0.279
H -2.645421 1.533701 1.366640 0.7 -1.8 1.9 0.422
O -2.351329 0.800006 2.077171 1.1 1.3 -4.5 -0.667
H 2.918225 -1.191768 -1.049148 0.6 0.3 0.1 0.282
H 3.589942 -1.054555 -2.398665 0.4 -0.7 -1.4 0.308
O 3.454285 -0.598655 -1.593362 -0.7 0.5 1.2 -0.574
H 0.540448 2.717077 3.616377 1.7 4.0 0.3 0.294
H -0.916185 2.089931 3.307549 2.9 0.0 0.5 0.343
O 0.079047 1.953359 3.540778 -4.5 -4.3 -0.8 -0.657
H 0.857830 1.729552 1.703171 -0.3 1.3 -0.7 0.261
H 1.620294 2.036297 0.440721 -0.1 0.3 0.5 0.419
O 0.831065 2.357069 0.928400 0.4 -1.4 0.3 -0.629
H -3.588378 2.778636 -0.589382 1.3 0.2 0.7 0.295
H -2.067478 3.266779 -0.224811 -0.4 -0.3 -0.6 0.415
O -2.830460 2.712887 0.040268 -1.0 -0.4 -0.1 -0.677
H 3.606455 -1.861220 2.134996 -1.3 0.8 -1.9 0.317
H 2.089699 -1.631271 1.615484 0.4 0.3 0.2 0.470
O 3.044405 -1.534322 1.348079 0.8 -1.4 1.7 -0.713